1.
Here is a cluster of 2 separate species, C4H9NO2 in total from the OMol25 dataset. Energies are from ωB97M-V/def2-TZVPD.

**Charge**: 0
**SMILES**: C=C(C)C(N)=O.O
**HOMO**: -9.73 eV
**Total energy**: -9878.7023 eV
**Gap between HOMO and LUMO**: 0.383 Ha

Geometry (Å):
C (-1.55719, 0.71966, -1.90493)
C (-0.45492, 1.12403, -0.94045)
C (-0.16012, 2.40729, -0.67958)
C (0.28926, 0.16261, -0.11083)
H (0.80786, -1.84548, 2.86285)
H (0.01211, -3.14176, 2.61109)
H (-2.54017, 0.76997, -1.45172)
H (-1.34201, -0.27725, -2.35673)
H (-1.48939, 1.50771, -2.63576)
H (0.58258, 2.55521, 0.06579)
H (-0.62068, 3.22887, -1.17055)
H (0.39267, -1.88623, 0.32835)
H (-0.67763, -1.54888, -1.02164)
N (-0.08247, -1.15487, -0.23936)
O (0.89647, -2.75372, 2.60607)
O (1.19726, 0.53376, 0.67625)



2.
Here is the molecule C4H9NO2 from the OMol25 dataset. Energies are from ωB97M-V/def2-TZVPD.

**Charge**: 0
**HOMO**: -9.05 eV
**Total energy**: -9875.8515 eV
**Gap between HOMO and LUMO**: 0.351 Ha

Geometry (Å):
C (2.06168, -0.47143, -1.00582)
N (0.81552, 0.19104, -0.70270)
C (0.54243, 0.48586, 0.59045)
O (-0.39815, 1.42486, 0.88526)
C (-1.66016, 0.90454, 0.57251)
C (-1.59295, -0.62800, 0.46268)
O (-1.52783, -1.11666, -0.69676)
H (2.03251, -1.52861, -0.79287)
H (2.30152, -0.35236, -2.05524)
H (2.87565, -0.04461, -0.42428)
H (1.43530, 0.56707, 1.22115)
H (-2.32070, 1.29093, 1.30573)
H (-1.99014, 1.22832, -0.38551)
H (-0.38872, -0.57546, 1.01274)
H (-2.14834, -1.20617, 1.20602)
H (-0.03762, -0.16933, -1.19334)



3.
Here is the molecule C4H9NO2 from the OMol25 dataset. Energies are from ωB97M-V/def2-TZVPD.

**Charge**: 0
**SMILES**: C[C@@H](CO)NC=O
**HOMO**: -10.07 eV
**Total energy**: -9879.0593 eV
**Gap between HOMO and LUMO**: 0.401 Ha

Geometry (Å):
C (-0.20760, -0.64447, 1.65354)
C (-0.05666, 0.14946, 0.35010)
C (1.34455, 0.76132, 0.22034)
O (1.62245, 1.25358, -1.07010)
N (-0.38692, -0.64401, -0.82517)
C (-1.47320, -0.36065, -1.59362)
O (-2.22102, 0.58350, -1.42127)
H (-1.02861, -1.36176, 1.56484)
H (-0.43141, 0.02228, 2.49209)
H (0.70844, -1.19846, 1.89510)
H (-0.79556, 0.95836, 0.33314)
H (1.44077, 1.55625, 0.97706)
H (2.10979, 0.00553, 0.44902)
H (0.78369, 1.42001, -1.51694)
H (0.21159, -1.41091, -1.09746)
H (-1.62027, -1.09003, -2.41065)



4.
Here is the molecule C4H9NO2 from the OMol25 dataset. Energies are from ωB97M-V/def2-TZVPD.

**Charge**: 0
**SMILES**: COC/C(C)=N\O
**HOMO (spin up / spin down)**: -8.85 / -8.85 eV
**Total energy**: -9874.1530 eV
**Gap between HOMO and LUMO (spin up / spin down)**: 0.332 / 0.332 Ha

Geometry (Å):
C (-1.45805, -0.33961, -1.45425)
O (-1.04860, 0.69485, -0.58831)
C (-0.85182, 0.28414, 0.74825)
C (0.60699, 0.13090, 1.14434)
N (1.21719, -1.00253, 1.37844)
O (0.72773, -1.83193, 0.31782)
C (1.58848, 1.08611, 0.58628)
H (-1.64713, 0.12413, -2.42429)
H (-0.69997, -1.12660, -1.56596)
H (-2.38263, -0.81286, -1.09463)
H (-1.39768, -0.63706, 0.98097)
H (-1.26277, 1.08911, 1.37973)
H (1.10003, -1.27730, -0.42022)
H (1.26196, 2.09377, 0.34849)
H (1.67884, 0.52912, -0.39799)
H (2.56742, 0.99578, 1.06130)



5.
Here is a cluster of 2 separate species, C4H9NO2 in total from the OMol25 dataset. Energies are from ωB97M-V/def2-TZVPD.

**Charge**: 0
**HOMO (spin up / spin down)**: -7.70 / -8.00 eV
**Total energy**: -9873.5200 eV
**Gap between HOMO and LUMO (spin up / spin down)**: 0.269 / 0.291 Ha

Geometry (Å):
C (-0.86790, 1.20866, 0.93074)
C (0.12971, 0.99037, -1.44316)
C (-0.70893, 0.44366, -0.33872)
C (-1.34652, -0.81174, -0.49122)
O (-2.37020, -1.30861, -0.87572)
H (1.08150, 1.37022, -1.06689)
H (-1.52438, 2.06941, 0.74114)
H (-1.32275, 0.60866, 1.71753)
H (0.09185, 1.58677, 1.28808)
H (-0.40945, 1.82544, -1.91195)
H (0.32931, 0.24717, -2.21371)
N (2.03045, -1.51104, 0.99222)
O (0.83167, -1.12027, 0.45251)
H (-0.37992, -1.51571, -0.02028)
H (2.54100, -2.11222, 0.35060)
H (1.89457, -1.97078, 1.88884)



6.
Here is the molecule C4H9NO2 from the OMol25 dataset. Energies are from ωB97M-V/def2-TZVPD.

**Charge**: 0
**SMILES**: N[C@]1(O)C[C@H]1CO
**HOMO**: -8.29 eV
**Total energy**: -9876.7882 eV
**Gap between HOMO and LUMO**: 0.337 Ha

Geometry (Å):
N (1.75818, -0.50557, 1.94410)
C (0.83351, -0.65711, 0.89577)
O (0.32556, -1.95325, 0.88256)
C (1.09817, 0.13229, -0.30928)
C (-0.26244, 0.47110, 0.25569)
C (-1.36820, 0.42914, -0.83727)
O (-1.03712, 1.43142, -1.81116)
H (1.72208, -1.12161, 2.74730)
H (2.65064, -0.06537, 1.76211)
H (1.87007, 0.89186, -0.24136)
H (1.07021, -0.41603, -1.24376)
H (-0.60373, -1.81137, 0.67872)
H (-0.34373, 1.39539, 0.82339)
H (-1.42606, -0.54096, -1.35837)
H (-2.37500, 0.65145, -0.44861)
H (-1.68442, 1.38282, -2.53219)